1.
{"formula": "C7H19BaIO2", "method": "wB97M-V/def2-TZVPD", "total_charge": 0, "lumo_ev": -0.354, "mol_weight_da": 399.5, "species": ["Ba", "I", "O", "O", "C", "C", "C", "C", "C", "C", "C", "H", "H", "H", "H", "H", "H", "H", "H", "H", "H", "H", "H", "H", "H", "H", "H", "H", "H", "H"], "positions_angstrom": [[1.18, -0.08, -0.66], [3.42, 1.63, 0.94], [-0.70, 1.71, 0.08], [0.16, -0.08, 1.79], [-0.87, 2.11, 1.47], [-1.59, 2.38, -0.83], [2.31, -1.26, -2.81], [-0.33, -1.20, 2.52], [-0.04, 1.22, 2.37], [0.72, -2.99, -0.41], [3.28, -0.13, -2.35], [0.96, 1.66, 2.50], [-0.22, -1.03, 3.60], [-1.00, 2.79, -1.65], [0.03, -3.16, 0.43], [1.70, -3.47, -0.25], [0.27, -3.27, -1.37], [2.86, 0.89, -2.36], [-1.93, 2.03, 1.74], [3.75, -0.30, -1.37], [0.26, -2.06, 2.19], [4.10, -0.10, -3.07], [-2.32, 1.65, -1.21], [-2.14, 3.19, -0.32], [2.76, -1.74, -3.68], [-0.55, 3.15, 1.57], [2.14, -2.07, -2.07], [-1.39, -1.36, 2.28], [1.33, -0.90, -3.16], [-0.54, 1.13, 3.34]]}

---

2.
{"formula": "C7H19N4", "method": "wB97M-V/def2-TZVPD", "relative_energy_kj_mol": 548.5, "total_charge": 1, "lumo_ev": -3.767, "mol_weight_da": 159.3, "species": ["N", "N", "N", "N", "C", "C", "C", "C", "C", "C", "C", "H", "H", "H", "H", "H", "H", "H", "H", "H", "H", "H", "H", "H", "H", "H", "H", "H", "H", "H"], "positions_angstrom": [[-2.76, -0.34, 1.07], [-1.29, -0.98, -0.92], [-0.53, 1.34, -2.06], [1.34, 0.33, 1.44], [-0.35, 1.23, -0.75], [0.99, -0.51, 0.32], [0.28, 2.38, -0.11], [-1.27, -0.39, 1.26], [2.00, -0.25, -0.76], [-0.48, -0.15, -0.04], [1.10, -2.05, 0.57], [0.24, -2.37, 1.25], [-0.52, 3.13, 0.28], [-3.35, -1.26, 1.27], [0.88, 2.99, -0.79], [-2.76, -0.28, -0.01], [2.06, -2.41, 0.86], [-0.36, 2.11, -2.68], [-0.75, 0.14, 2.00], [0.80, 2.18, 0.75], [-0.95, -1.10, -1.91], [-1.11, -1.82, -0.39], [1.00, -0.31, 2.18], [-1.04, 0.59, -2.58], [-3.16, 0.46, 1.59], [2.29, 0.55, 1.73], [2.31, 0.75, -0.94], [2.90, -0.72, -0.48], [0.75, -2.56, -0.39], [1.76, -0.69, -1.73]]}

---

3.
{"formula": "C7H19N4OS", "method": "wB97M-V/def2-TZVPD", "relative_energy_kj_mol": 0.0, "total_charge": 1, "lumo_ev": -2.642, "mol_weight_da": 207.3, "species": ["S", "O", "N", "N", "N", "N", "C", "C", "C", "C", "C", "C", "C", "H", "H", "H", "H", "H", "H", "H", "H", "H", "H", "H", "H", "H", "H", "H", "H", "H", "H", "H"], "positions_angstrom": [[-2.24, 2.23, 1.02], [-0.97, 2.45, -1.46], [-0.56, -0.51, 0.63], [1.90, 0.55, 1.04], [-2.80, -2.02, 0.58], [0.90, 1.31, 0.44], [-3.94, -1.66, -0.29], [0.47, 2.70, -1.50], [2.72, -0.21, 0.11], [-0.26, 0.74, 0.21], [3.78, -1.04, 0.73], [1.04, 2.70, -0.12], [-1.37, 1.51, -0.55], [-3.03, -1.91, 1.52], [3.37, -2.02, 1.19], [2.55, 1.10, 1.62], [3.08, 0.65, -0.53], [4.50, -1.31, -0.10], [0.46, 3.76, -2.02], [-4.65, -2.56, -0.53], [2.13, -0.90, -0.42], [-2.10, 0.86, -1.09], [2.11, 2.89, -0.16], [4.56, -0.53, 1.36], [-4.54, -0.86, 0.07], [1.00, 2.03, -2.12], [-2.55, -2.98, 0.31], [-1.55, -0.98, 0.57], [0.12, -0.95, 1.16], [-3.48, -1.14, -1.16], [-3.23, 2.86, 0.48], [0.61, 3.35, 0.52]]}

---

4.
{"formula": "C7H19N5O2", "method": "wB97M-V/def2-TZVPD", "relative_energy_kj_mol": 1384.1, "total_charge": 0, "lumo_ev": -0.067, "mol_weight_da": 205.3, "species": ["O", "O", "N", "N", "N", "N", "N", "C", "C", "C", "C", "C", "C", "C", "H", "H", "H", "H", "H", "H", "H", "H", "H", "H", "H", "H", "H", "H", "H", "H", "H", "H", "H"], "positions_angstrom": [[-3.91, -0.05, -0.23], [-1.17, 0.37, -1.74], [2.18, 1.01, -1.17], [-0.40, 0.14, 0.48], [-2.69, 0.12, 0.32], [-1.48, -0.07, -0.30], [0.34, -1.34, -1.62], [1.38, 2.36, -0.54], [-0.45, -1.01, 1.58], [1.14, -1.45, 1.91], [1.16, -2.35, -0.74], [0.99, 2.27, 0.85], [-0.29, 1.52, 1.12], [1.90, -1.62, 0.41], [3.09, 1.84, -2.08], [-0.80, -0.54, 2.73], [1.47, -2.40, 2.51], [0.22, -1.84, -2.63], [-0.25, 1.26, 2.09], [2.96, -1.93, 0.64], [-1.04, -2.04, 1.52], [1.93, 2.04, 1.81], [2.19, -0.45, 0.14], [1.35, -0.71, -1.60], [2.29, 3.34, -0.74], [3.12, 0.77, -0.21], [2.05, -2.59, -1.42], [-1.35, 2.05, 1.14], [0.30, 2.50, -1.19], [0.78, 3.36, 1.48], [-0.75, -0.66, -2.04], [1.77, -0.79, 2.53], [0.49, -3.01, -0.51]]}

---

5.
{"formula": "C7H19N6P", "method": "wB97M-V/def2-TZVPD", "relative_energy_kj_mol": 358.7, "total_charge": 2, "lumo_ev": -7.808, "mol_weight_da": 218.2, "smiles": "CN1N2CN3C[N@+](C)(C2)[NH+]=[P@@]1(C)N3C", "species": ["P", "N", "N", "N", "N", "N", "N", "C", "C", "C", "C", "C", "C", "C", "H", "H", "H", "H", "H", "H", "H", "H", "H", "H", "H", "H", "H", "H", "H", "H", "H", "H", "H"], "positions_angstrom": [[0.37, 0.40, 1.12], [1.55, -0.53, 0.05], [1.09, -0.92, -1.22], [-0.81, -0.77, 1.06], [0.04, 1.57, -0.04], [-1.14, -1.10, -0.28], [-0.41, 0.95, -1.25], [-1.84, -1.12, 2.04], [-1.54, 0.07, -1.05], [0.63, 0.31, -1.97], [2.17, -1.66, -1.88], [-0.55, 2.90, 0.16], [-0.11, -1.82, -0.94], [0.45, 1.11, 2.95], [2.99, -0.99, -2.14], [-0.45, 1.72, 3.02], [-1.93, -0.25, -2.02], [0.44, 0.27, 3.64], [-0.01, 3.41, 0.95], [-2.33, 0.60, -0.51], [-1.62, -2.09, 2.49], [1.81, -2.14, -2.79], [-1.91, -0.36, 2.82], [-2.80, -1.19, 1.52], [1.34, 1.72, 3.07], [-1.61, 2.86, 0.40], [0.28, 0.02, -2.96], [1.49, 0.98, -2.07], [-0.47, -2.22, -1.89], [2.48, -0.10, 0.02], [-0.42, 3.45, -0.77], [2.55, -2.43, -1.21], [0.24, -2.64, -0.30]]}

---

6.
{"formula": "C7H19NO3PS", "method": "wB97M-V/def2-TZVPD", "relative_energy_kj_mol": 51.5, "total_charge": 1, "lumo_ev": [-4.114, -4.114], "mol_weight_da": 228.3, "species": ["S", "P", "O", "O", "O", "N", "C", "C", "C", "C", "C", "C", "C", "H", "H", "H", "H", "H", "H", "H", "H", "H", "H", "H", "H", "H", "H", "H", "H", "H", "H", "H"], "positions_angstrom": [[-1.37, 0.89, -1.04], [0.73, -1.06, -0.77], [-0.43, -2.18, -0.95], [1.77, -1.64, 0.26], [1.25, -0.65, -2.08], [-0.70, 0.01, 1.85], [-0.39, -2.82, -2.26], [-1.09, 3.18, -2.53], [3.10, -1.82, -0.28], [-1.22, -1.29, 1.97], [-1.53, 2.74, -1.13], [0.46, 0.24, 2.71], [-0.05, 0.49, -0.07], [0.30, -2.24, -3.02], [-1.83, 2.83, -3.22], [-1.01, 3.16, -0.33], [0.79, 1.25, 0.03], [-0.14, 2.70, -2.73], [-1.42, 0.67, 2.13], [3.73, -2.58, 0.08], [-0.56, -2.10, 1.53], [-0.03, 0.07, 3.78], [-2.54, 3.02, -0.99], [-0.95, 4.35, -2.40], [0.10, -3.76, -2.27], [3.53, -0.86, -0.05], [1.29, -0.48, 2.58], [0.64, 1.26, 2.68], [-1.44, -2.81, -2.51], [2.87, -1.97, -1.32], [-1.31, -1.45, 3.02], [-2.21, -1.30, 1.41]]}

---

7.
{"formula": "C7H20BrFeN2O3", "method": "wB97M-V/def2-TZVPD", "spin_multiplicity": 6, "relative_energy_kj_mol": 233.6, "total_charge": 2, "lumo_ev": [-10.455, -11.986], "mol_weight_da": 316.0, "species": ["Br", "Fe", "O", "O", "O", "N", "N", "C", "C", "C", "C", "C", "C", "C", "H", "H", "H", "H", "H", "H", "H", "H", "H", "H", "H", "H", "H", "H", "H", "H", "H", "H", "H", "H"], "positions_angstrom": [[-8.85, 14.43, 2.89], [-7.13, 12.72, 3.55], [-10.73, 11.58, -0.02], [-7.79, 16.64, 6.16], [-8.70, 16.30, -0.31], [-9.49, 17.18, 4.92], [-9.32, 18.13, 6.75], [-7.67, 18.02, 1.00], [-8.79, 17.28, 5.94], [-11.76, 13.73, -0.44], [-8.84, 17.65, 0.02], [-11.46, 12.62, 0.59], [-12.69, 12.06, 1.28], [-10.30, 17.74, 0.61], [-7.94, 19.02, 1.34], [-12.21, 14.58, 0.07], [-11.07, 17.55, -0.13], [-8.74, 18.24, -0.89], [-10.60, 16.92, 1.26], [-6.78, 18.17, 0.39], [-10.91, 14.10, -1.02], [-12.73, 10.97, 1.21], [-10.44, 17.52, 4.88], [-13.63, 12.33, 0.80], [-10.11, 18.62, 6.35], [-12.41, 13.41, -1.26], [-9.24, 15.85, 0.34], [-10.52, 18.67, 1.15], [-10.81, 12.86, 1.43], [-11.32, 11.32, -0.72], [-7.47, 17.47, 1.92], [-12.68, 12.44, 2.30], [-9.28, 16.44, 4.27], [-8.68, 18.55, 7.40]]}

---

8.
{"formula": "C7H20CdN4P", "method": "wB97M-V/def2-TZVPD", "relative_energy_kj_mol": 152.8, "total_charge": -1, "lumo_ev": [2.961, 3.072], "mol_weight_da": 303.7, "species": ["Cd", "P", "N", "N", "N", "N", "C", "C", "C", "C", "C", "C", "C", "H", "H", "H", "H", "H", "H", "H", "H", "H", "H", "H", "H", "H", "H", "H", "H", "H", "H", "H", "H"], "positions_angstrom": [[1.53, 2.09, -1.99], [-0.05, 0.20, -0.34], [1.20, 3.01, 0.35], [-1.87, -0.46, 1.67], [-1.51, -2.15, -0.11], [0.23, -1.77, 1.61], [-2.50, -1.48, 0.78], [-0.97, -1.21, -1.10], [-1.37, 0.69, 0.91], [1.02, -0.80, 0.84], [-0.79, -1.11, 2.46], [2.18, 0.48, -3.30], [-0.44, -2.75, 0.72], [-0.28, -1.77, -1.77], [0.26, 3.36, 0.60], [2.33, 1.26, -4.05], [1.94, 4.16, -1.69], [-1.25, -1.89, 3.10], [1.46, -0.35, -3.56], [1.52, -0.12, 1.54], [1.27, 3.86, -2.00], [0.32, -3.18, 0.04], [-2.22, 1.14, 0.37], [-0.97, 1.44, 1.61], [-0.29, -0.34, 3.07], [-2.95, -2.25, 1.42], [1.53, 2.57, 1.22], [-0.89, -3.54, 1.35], [3.04, 0.19, -2.77], [-3.24, -0.97, 0.16], [-1.80, -0.81, -1.70], [1.76, 3.84, 0.28], [1.78, -1.34, 0.26]]}

---

9.
{"formula": "C7H20ClCoO5", "method": "wB97M-V/def2-TZVPD", "spin_multiplicity": 4, "relative_energy_kj_mol": 59.7, "total_charge": 1, "lumo_ev": [-8.090, -9.614], "mol_weight_da": 278.6, "species": ["Co", "Cl", "O", "O", "O", "O", "O", "C", "C", "C", "C", "C", "C", "C", "H", "H", "H", "H", "H", "H", "H", "H", "H", "H", "H", "H", "H", "H", "H", "H", "H", "H", "H", "H"], "positions_angstrom": [[-0.37, 14.82, 3.55], [-1.66, 13.05, 2.80], [-4.58, 14.55, 2.37], [-1.07, 10.28, 4.55], [-2.78, 16.34, 0.74], [-1.33, 10.46, -1.90], [-0.28, 11.07, 0.73], [-3.22, 9.11, 4.29], [-4.81, 15.00, 1.04], [-3.55, 15.23, 0.26], [-1.71, 9.01, 4.57], [-1.20, 9.99, 0.46], [-1.39, 8.31, 5.87], [-0.94, 9.50, -0.93], [-5.44, 14.28, 0.48], [-1.42, 8.54, -1.11], [0.14, 9.34, -1.07], [-1.70, 8.90, 6.73], [-2.94, 14.31, 0.34], [-0.62, 11.11, -1.89], [-3.75, 15.35, -0.80], [-1.04, 9.22, 1.23], [-2.21, 10.41, 0.60], [-5.47, 15.88, 1.10], [-0.32, 8.10, 5.93], [-2.77, 17.02, 0.06], [-1.44, 10.78, 3.79], [-3.76, 9.80, 4.94], [-1.93, 7.36, 5.94], [-1.28, 8.41, 3.73], [-0.65, 11.59, 1.46], [-3.44, 9.35, 3.24], [-3.85, 13.93, 2.34], [-3.61, 8.10, 4.45]]}

---

10.
{"formula": "C7H20FNbO6PS2", "method": "wB97M-V/def2-TZVPD", "total_charge": -1, "lumo_ev": 1.806, "mol_weight_da": 407.2, "species": ["Nb", "S", "S", "P", "F", "O", "O", "O", "O", "O", "O", "C", "C", "C", "C", "C", "C", "C", "H", "H", "H", "H", "H", "H", "H", "H", "H", "H", "H", "H", "H", "H", "H", "H", "H", "H", "H", "H"], "positions_angstrom": [[-0.58, -3.17, -2.36], [0.79, 3.24, 2.55], [-2.82, -3.01, 0.33], [-1.07, -0.75, -1.80], [-0.37, -5.20, -2.80], [2.04, 2.33, 3.03], [-3.93, -3.28, -0.62], [-0.40, 2.46, 2.64], [1.16, 3.94, 1.37], [-3.13, -3.52, 1.69], [0.82, 4.28, 3.79], [-0.54, 0.52, -3.08], [-0.40, -0.28, -0.11], [-0.29, -0.02, -4.51], [1.72, 3.82, 4.80], [2.77, 3.02, 4.05], [-1.27, -3.74, -0.23], [0.78, 0.73, -0.12], [-2.28, -3.28, -3.07], [1.73, 0.25, -0.38], [-0.51, -3.47, 0.53], [-0.44, 0.76, -5.27], [-2.72, -1.64, 0.42], [0.75, -0.34, -4.56], [-1.35, -4.84, -0.18], [0.32, 1.12, -2.76], [1.12, -3.06, -1.68], [-1.21, 0.19, 0.48], [0.15, -2.79, -3.97], [3.49, 3.67, 3.56], [3.28, 2.31, 4.68], [-0.09, -1.15, 0.48], [-0.94, -0.88, -4.75], [-1.37, 1.25, -3.17], [2.15, 4.66, 5.33], [0.59, 1.63, -0.71], [0.90, 1.08, 0.92], [1.16, 3.19, 5.49]]}

---

11.
{"formula": "C7H20N2O6Zr", "method": "wB97M-V/def2-TZVPD", "total_charge": 0, "lumo_ev": 0.475, "mol_weight_da": 319.5, "species": ["Zr", "O", "O", "O", "O", "O", "O", "N", "N", "C", "C", "C", "C", "C", "C", "C", "H", "H", "H", "H", "H", "H", "H", "H", "H", "H", "H", "H", "H", "H", "H", "H", "H", "H", "H", "H"], "positions_angstrom": [[-1.08, 0.48, 0.66], [-2.00, 0.32, -1.19], [0.42, 0.26, 2.14], [0.54, 1.49, -0.38], [-1.85, 2.30, 1.16], [0.07, -1.36, -0.29], [-2.57, -0.79, 1.67], [0.86, -3.45, -0.18], [1.43, 3.34, -1.32], [2.57, 4.30, -1.44], [0.16, 3.82, -1.95], [1.02, -2.15, -0.33], [2.17, -4.31, 0.02], [-0.42, -4.16, 0.13], [1.58, 2.16, -0.62], [-3.75, -1.11, 2.40], [2.19, 5.30, -1.21], [0.94, -0.34, 2.70], [2.61, 1.93, -0.34], [-3.55, -1.64, 3.34], [-1.21, -3.54, -0.29], [2.10, -1.98, -0.44], [-4.25, -0.22, 2.78], [-2.86, 0.27, -1.66], [-0.67, 3.12, -1.91], [3.48, 4.18, -0.85], [0.32, 4.26, -2.93], [2.79, 4.27, -2.50], [3.09, -3.73, -0.08], [-0.42, 4.56, -1.40], [2.27, -5.18, -0.62], [-2.50, 3.03, 1.11], [-0.64, -5.16, -0.24], [-4.51, -1.59, 1.80], [-0.69, -4.06, 1.19], [2.33, -4.63, 1.05]]}

---

12.
{"formula": "C7H20N3OSn", "method": "wB97M-V/def2-TZVPD", "total_charge": -1, "lumo_ev": [2.843, 2.844], "mol_weight_da": 281.0, "species": ["Sn", "O", "N", "N", "N", "C", "C", "C", "C", "C", "C", "C", "H", "H", "H", "H", "H", "H", "H", "H", "H", "H", "H", "H", "H", "H", "H", "H", "H", "H", "H", "H"], "positions_angstrom": [[-0.99, -0.87, -1.11], [0.62, 0.16, -0.34], [0.45, -0.23, -2.97], [-0.44, 0.86, 1.57], [1.86, 0.35, 1.54], [-0.31, 1.44, 2.88], [3.03, -0.06, 0.75], [0.68, 0.49, 0.93], [-3.15, -2.32, -5.12], [-1.74, 1.08, 0.89], [0.79, 0.74, 3.63], [2.09, 0.79, 2.89], [-1.38, -2.30, -0.17], [3.65, -0.78, 1.28], [-1.28, 1.30, 3.36], [0.49, 0.79, -3.08], [1.42, -0.55, -2.82], [-2.63, -1.71, -5.88], [-1.68, 1.76, 0.03], [-4.10, -1.90, -4.88], [3.64, 0.81, 0.50], [-2.54, -2.29, -4.20], [-0.12, 2.52, 2.78], [2.67, -0.52, -0.18], [-2.25, 0.12, 0.63], [0.13, -0.63, -3.85], [2.83, 0.13, 3.35], [-3.27, -3.39, -5.37], [0.89, 1.21, 4.61], [0.50, -0.30, 3.79], [-2.40, 1.54, 1.63], [2.53, 1.80, 2.91]]}